{"formula": "C50H52BFN7O18", "method": "ωB97M-V/def2-TZVPD", "species": ["C", "C", "C", "F", "B", "C", "C", "C", "O", "O", "C", "C", "O", "O", "H", "H", "H", "H", "H", "H", "H", "H", "H", "H", "H", "H", "H", "H", "H", "H", "H", "C", "C", "C", "C", "C", "C", "N", "O", "O", "H", "H", "H", "H", "H", "C", "C", "C", "C", "C", "C", "N", "O", "O", "H", "H", "H", "H", "H", "C", "C", "C", "C", "C", "C", "N", "O", "O", "H", "H", "H", "H", "H", "C", "C", "C", "C", "C", "C", "N", "O", "O", "H", "H", "H", "H", "H", "C", "C", "C", "C", "C", "C", "N", "O", "O", "H", "H", "H", "H", "H", "C", "C", "C", "C", "C", "C", "N", "O", "O", "H", "H", "H", "H", "H", "C", "C", "C", "C", "C", "C", "N", "O", "O", "H", "H", "H", "H", "H"], "xyz": [[-0.90142, -1.67211, -1.51702], [-1.93766, -0.46424, -1.51067], [-1.98989, 0.26306, -2.89476], [-0.62715, 0.44878, -3.34977], [-2.73516, 1.74357, -2.89951], [-4.22493, 1.58485, -3.59692], [-5.45145, 1.86904, -2.66397], [-5.32783, 1.27902, -1.22060], [-6.60564, 1.21698, -3.29885], [-1.96968, 2.47139, -3.97537], [-1.21609, 3.55411, -3.51717], [-1.74154, 3.77853, -2.02785], [-0.72670, 3.92199, -1.04460], [-2.55611, 2.65657, -1.75964], [-0.82489, -2.12224, -0.49518], [-1.36505, -2.45921, -2.16762], [0.08110, -1.39420, -1.95365], [-2.93888, -0.95467, -1.37195], [-1.71644, 0.20026, -0.64555], [-2.45779, -0.43952, -3.62661], [-4.27675, 2.33852, -4.42883], [-4.38502, 0.59405, -4.10346], [-5.70796, 2.96126, -2.67716], [-4.92279, 2.09797, -0.56963], [-6.30899, 0.99191, -0.76134], [-4.65822, 0.39750, -1.14132], [-7.25674, 0.99686, -2.62771], [-0.14327, 3.23198, -3.38811], [-1.15523, 4.42434, -4.21045], [-2.42851, 4.66558, -2.13105], [-0.95489, 3.32372, -0.32508], [0.15291, -7.37903, 3.29565], [-0.46964, -6.22072, 3.74590], [-0.62277, -5.13754, 2.89141], [-0.15161, -5.22934, 1.58762], [0.47813, -6.37908, 1.13024], [0.62974, -7.45699, 1.99172], [-0.33304, -4.09721, 0.67853], [-0.87710, -3.09856, 1.13971], [0.06370, -4.22779, -0.45560], [0.26625, -8.22515, 3.96339], [-0.83846, -6.16296, 4.76246], [-1.10852, -4.23921, 3.24950], [0.84919, -6.44851, 0.11637], [1.11668, -8.36015, 1.64605], [0.57440, -0.11011, 3.49852], [0.80614, 0.33428, 4.79561], [1.44596, -0.49131, 5.70977], [1.85308, -1.75869, 5.31039], [1.61955, -2.21423, 4.01886], [0.97635, -1.38337, 3.11228], [2.54938, -2.62285, 6.26160], [2.72006, -2.20397, 7.39172], [2.92186, -3.71034, 5.87404], [0.07918, 0.53830, 2.78534], [0.49020, 1.32624, 5.09292], [1.62231, -0.13744, 6.71660], [1.93171, -3.20280, 3.70830], [0.79102, -1.72578, 2.10327], [1.98148, 7.35280, -0.18329], [1.96257, 5.96545, -0.10086], [2.55499, 5.32631, 0.97942], [3.15859, 6.09020, 1.97252], [3.18864, 7.47737, 1.89471], [2.59694, 8.10746, 0.80987], [3.76168, 5.42516, 3.12538], [3.73906, 4.21163, 3.15746], [4.25190, 6.12504, 3.99320], [1.51283, 7.84846, -1.02520], [1.48153, 5.38253, -0.87734], [2.53527, 4.24598, 1.03580], [3.66212, 8.07181, 2.66458], [2.61113, 9.18792, 0.73925], [1.56631, -4.23437, 11.16640], [0.75038, -5.29702, 11.53847], [-0.36574, -5.61574, 10.77787], [-0.65114, -4.86472, 9.64447], [0.15324, -3.79644, 9.26916], [1.26608, -3.48265, 10.03663], [-1.81209, -5.21350, 8.82583], [-2.50513, -6.14147, 9.19209], [-2.01581, -4.55951, 7.82384], [2.44073, -3.99191, 11.75893], [0.98700, -5.87930, 12.42025], [-0.99505, -6.44421, 11.07374], [-0.07084, -3.20798, 8.38926], [1.90215, -2.65532, 9.75140], [8.34006, 5.11145, 3.07530], [7.00542, 4.91401, 2.74061], [6.67516, 4.23285, 1.57577], [7.69148, 3.75248, 0.75933], [9.02739, 3.95150, 1.08215], [9.34927, 4.63513, 2.24618], [7.34951, 3.01340, -0.45599], [6.17476, 2.87288, -0.72011], [8.26266, 2.57947, -1.13015], [8.59482, 5.63841, 3.98757], [6.22614, 5.28784, 3.38878], [5.63452, 4.08220, 1.32159], [9.81852, 3.58141, 0.44399], [10.38753, 4.79395, 2.50980], [-0.98519, -0.48382, -7.61414], [-0.78807, -0.14284, -8.94950], [-0.75137, 1.19140, -9.32765], [-0.90949, 2.17613, -8.35793], [-1.11463, 1.84432, -7.02382], [-1.15213, 0.50724, -6.65407], [-0.84650, 3.58370, -8.75131], [-0.68455, 3.83746, -9.93196], [-0.95483, 4.42297, -7.88251], [-1.00716, -1.52779, -7.32087], [-0.65969, -0.91897, -9.69453], [-0.59746, 1.44789, -10.36733], [-1.24328, 2.60496, -6.26349], [-1.30723, 0.24147, -5.61503], [-5.98256, -3.17916, -7.99718], [-6.03720, -2.12884, -7.08837], [-5.18136, -2.10957, -5.99556], [-4.27276, -3.14709, -5.82815], [-4.21460, -4.20484, -6.72612], [-5.07593, -4.21776, -7.81459], [-3.35424, -3.11417, -4.69117], [-3.45394, -2.18133, -3.92565], [-2.54463, -4.01614, -4.58494], [-6.64856, -3.18813, -8.85246], [-6.74504, -1.32255, -7.23303], [-5.23038, -1.28677, -5.29199], [-3.50980, -5.01460, -6.59257], [-5.03853, -5.03551, -8.52361]], "mulliken_charge": [-0.71, -0.39, 1.13, -0.49, 0.74, -0.06, 0.45, -1.03, -0.56, 0.04, -0.59, 0.01, -0.34, -0.65, 0.06, 0.16, 0.30, 0.04, 0.22, -0.64, 0.28, -0.70, 0.18, 0.10, 0.54, 0.06, 0.27, 0.24, 0.29, 0.14, 0.19, -0.46, -0.64, -0.18, -0.05, -0.34, -0.47, 1.14, -0.67, -0.57, 0.39, 0.49, 0.47, 0.47, 0.37, -0.65, -0.58, -0.25, -0.03, -0.32, -0.39, 1.06, -0.62, -0.62, 0.51, 0.40, 0.47, 0.55, 0.46, -0.52, -0.53, -0.31, 0.22, -0.46, -0.43, 1.04, -0.54, -0.67, 0.40, 0.43, 0.51, 0.44, 0.37, -0.49, -0.37, -0.41, 0.05, -0.34, -0.36, 1.06, -0.62, -0.62, 0.37, 0.37, 0.43, 0.53, 0.37, -0.71, -0.07, -0.15, -0.19, -0.50, -0.34, 1.03, -0.60, -0.62, 0.38, 0.40, 0.59, 0.43, 0.37, -0.71, -0.43, -0.47, 0.08, -0.61, -0.19, 1.04, -0.65, -0.61, 0.47, 0.36, 0.43, 0.70, 0.49, -0.37, -0.69, -0.11, -0.06, -0.35, -0.48, 1.04, -0.55, -0.65, 0.38, 0.42, 0.48, 0.44, 0.38], "charge": -1, "orbital_gap_ev": 5.2, "lumo_energy_ha": 0.0221}

---

{"formula": "C15H21NO4S", "method": "ωB97M-V/def2-TZVPD", "species": ["C", "H", "H", "H", "C", "H", "H", "C", "N", "C", "O", "C", "H", "H", "O", "C", "O", "C", "C", "C", "O", "C", "C", "C", "C", "S", "H", "H", "H", "H", "H", "H", "H", "H", "C", "C", "H", "H", "H", "H", "H", "H"], "xyz": [[-2.67381, -1.25435, -1.68698], [-3.54745, -1.58259, -1.41766], [-1.81302, -1.76122, -1.28977], [-2.60966, -1.49194, -2.86514], [-2.49823, 0.05496, -1.65468], [-1.61804, 0.47393, -1.85573], [-3.39989, 0.67019, -1.83615], [-2.57220, 0.57338, -0.12807], [-1.46728, -0.05992, 0.53496], [-1.48613, -0.98562, 1.64064], [-2.62212, -1.04537, 2.21622], [-0.29742, -1.43122, 2.04909], [-0.37601, -2.73088, 2.37337], [0.18795, -0.84305, 3.02921], [0.86117, -1.54780, 1.07600], [0.66686, -2.38481, 0.28102], [-0.19095, -3.19945, 0.00366], [1.92907, -2.35800, -0.65185], [2.08332, -0.91366, -1.64258], [2.00036, 0.25597, -0.57896], [1.00403, 0.90586, -0.60990], [3.17720, 0.61158, 0.10043], [3.49406, 1.61563, 0.93983], [4.76385, 1.61871, 1.50443], [5.62384, 0.81244, 0.48645], [4.85868, -0.30814, -0.39875], [6.68523, 0.29007, 0.87692], [5.21770, 2.43321, 2.03114], [2.62521, 2.10240, 1.33713], [1.10468, -1.01704, -2.11170], [2.86017, -0.92880, -2.28728], [1.90747, -3.19600, -1.52005], [2.88808, -2.31043, -0.08528], [-0.52883, 0.06105, 0.24910], [-2.53467, 1.99385, 0.28135], [-3.75545, 2.98223, -0.03902], [-3.70895, 3.83188, 0.04421], [-3.99469, 2.75943, -0.87834], [-4.65399, 2.36975, 0.46229], [-2.42117, 2.32197, 1.43902], [-1.58600, 2.41994, -0.11416], [-3.58296, 0.19187, 0.69555]], "mulliken_charge": [-1.24, 0.50, 0.23, 0.30, -0.22, 0.38, 0.15, -0.30, 0.45, 0.54, -0.70, -0.40, 0.37, 0.24, -0.23, 0.59, -0.60, -0.58, -1.42, 0.94, -0.64, 0.02, -0.30, -0.70, -0.14, -0.05, 0.26, 0.39, 0.42, 0.40, 0.60, 0.30, 0.35, 0.02, -0.41, -2.19, 0.89, 0.69, 0.25, 0.28, 0.23, 0.32], "charge": 0, "orbital_gap_ev": 7.9, "lumo_energy_ha": -0.0361, "de_lowest_kj_mol": 1395.93}

---

{"formula": "C12H36N12O24", "method": "ωB97M-V/def2-TZVPD", "species": ["C", "N", "O", "O", "H", "H", "H", "C", "N", "O", "O", "H", "H", "H", "C", "N", "O", "O", "H", "H", "H", "C", "N", "O", "O", "H", "H", "H", "C", "N", "O", "O", "H", "H", "H", "C", "N", "O", "O", "H", "H", "H", "C", "N", "O", "O", "H", "H", "H", "C", "N", "O", "O", "H", "H", "H", "C", "N", "O", "O", "H", "H", "H", "C", "N", "O", "O", "H", "H", "H", "C", "N", "O", "O", "H", "H", "H", "C", "N", "O", "O", "H", "H", "H"], "xyz": [[-15.42243, 27.57113, 17.67086], [-16.42898, 26.50627, 17.50260], [-15.97402, 25.38019, 17.40112], [-17.60774, 26.77523, 17.52891], [-15.24171, 27.95052, 16.65876], [-14.47685, 27.16111, 17.99737], [-15.73467, 28.44055, 18.23569], [-15.61595, 25.47654, 21.59404], [-15.01482, 26.69622, 21.01422], [-13.86875, 26.64200, 20.61865], [-15.78213, 27.60609, 20.79857], [-16.03650, 24.85567, 20.80295], [-16.48570, 25.73277, 22.19693], [-14.84876, 24.95992, 22.15575], [-17.58188, 29.51278, 25.40783], [-17.35868, 29.42299, 23.90838], [-16.67476, 28.51928, 23.48776], [-17.84420, 30.30009, 23.24411], [-18.57627, 29.94241, 25.45867], [-16.82236, 30.25722, 25.64872], [-17.42240, 28.57212, 25.91494], [-15.78414, 30.83378, 20.04186], [-15.39481, 32.22192, 20.36751], [-16.20362, 32.97673, 20.87032], [-14.22895, 32.51520, 20.12750], [-15.09886, 30.36591, 19.35410], [-16.73739, 30.88509, 19.50352], [-16.06676, 30.31884, 20.95659], [-12.78878, 24.60227, 18.68787], [-11.64944, 24.51645, 17.70829], [-11.27867, 23.40315, 17.40615], [-11.11439, 25.53431, 17.34944], [-13.10740, 23.56070, 18.67768], [-13.60594, 25.22304, 18.35415], [-12.30098, 24.76559, 19.64369], [-15.06930, 23.64249, 24.62477], [-13.93458, 23.16892, 25.43215], [-13.10773, 22.45389, 24.90223], [-13.91028, 23.43907, 26.61250], [-15.87229, 22.96073, 24.90423], [-14.89447, 23.45014, 23.56982], [-15.31658, 24.68826, 24.75362], [-12.70745, 29.38717, 22.55551], [-13.35472, 30.42041, 23.36848], [-13.04684, 30.50556, 24.54511], [-14.12200, 31.18553, 22.82377], [-12.49768, 28.51112, 23.15491], [-11.85880, 29.82818, 22.03399], [-13.33275, 29.11690, 21.70189], [-15.73695, 20.90239, 19.21302], [-16.86525, 21.88755, 19.28019], [-16.54599, 23.02410, 19.53819], [-17.94876, 21.53980, 18.90185], [-16.13790, 19.91338, 19.01401], [-15.18630, 20.87702, 20.14665], [-15.18676, 21.26680, 18.35001], [-11.54510, 29.54495, 17.64900], [-11.95586, 29.21846, 19.03350], [-13.14869, 29.23880, 19.27288], [-11.10290, 28.92134, 19.82771], [-12.37231, 29.96626, 17.09274], [-11.19391, 28.64664, 17.14645], [-10.73459, 30.25833, 17.78919], [-19.34220, 24.90411, 19.72065], [-19.67326, 25.92231, 20.73721], [-20.82955, 26.29994, 20.78508], [-18.76857, 26.36688, 21.42442], [-18.66687, 24.15374, 20.13579], [-18.78791, 25.30543, 18.87477], [-20.23167, 24.36419, 19.41628], [-11.53308, 21.45562, 20.85722], [-12.28796, 22.54724, 21.52492], [-11.64965, 23.34212, 22.15002], [-13.48253, 22.60051, 21.34044], [-11.33214, 20.72612, 21.63990], [-10.60019, 21.86638, 20.48980], [-12.18512, 21.05976, 20.08878], [-19.41138, 24.93922, 24.11006], [-18.60887, 25.04889, 25.36462], [-17.48729, 25.51410, 25.32368], [-19.13043, 24.65737, 26.38632], [-20.08496, 24.09735, 24.23526], [-18.70789, 24.57842, 23.35939], [-19.85724, 25.90456, 23.91116]], "mulliken_charge": [-0.77, 1.16, -0.57, -0.64, 0.44, 0.07, 0.21, -0.18, 1.03, -0.63, -0.28, -0.07, -0.11, 0.34, -0.82, 0.82, -0.35, -0.54, 0.33, 0.32, 0.26, -0.44, 1.05, -0.61, -0.57, 0.01, 0.42, 0.13, -0.09, 1.02, -0.60, -0.61, 0.17, -0.15, 0.25, -0.24, 0.95, -0.55, -0.57, 0.30, -0.02, 0.18, -0.31, 0.95, -0.59, -0.51, 0.31, 0.35, -0.25, -0.64, 0.76, -0.42, -0.53, 0.40, 0.12, 0.24, -0.87, 0.84, -0.31, -0.56, 0.32, 0.25, 0.33, -0.56, 0.81, -0.54, -0.38, 0.20, 0.13, 0.35, -0.83, 0.85, -0.52, -0.36, 0.33, 0.32, 0.27, -0.57, 0.87, -0.49, -0.54, 0.34, 0.04, 0.34], "smiles": "C[N+](=O)[O-].C[N+](=O)[O-].C[N+](=O)[O-].C[N+](=O)[O-].C[N+](=O)[O-].C[N+](=O)[O-].C[N+](=O)[O-].C[N+](=O)[O-].C[N+](=O)[O-].C[N+](=O)[O-].C[N+](=O)[O-].C[N+](=O)[O-]", "charge": 0, "orbital_gap_ev": 9.9, "lumo_energy_ha": -0.0203, "de_lowest_kj_mol": 120.95}